Record 1
DFT (the ωB97M-V functional and the def2-TZVPD basis) results for an isolated molecule of C4H5ClN2O in a non-equilibrium geometry.

For the orbital gap, the calculation gives 10.3 eV. Its HOMO energy is -10.056 eV. The relative energy (zero: lowest compared OMol25 entry of this formula, charge and spin) comes out at 88.6 kJ/mol. As for the max |F|: 1.51 eV Å⁻¹. Its SMILES is [H]/N=C/NC(=O)C(=C)Cl.

```
! wB97M-V def2-TZVPD RIJCOSX def2/J DEFGRID3
* xyz 0 1
Cl 1.70423 1.38868 -0.56497
O 0.53105 -2.20214 -0.30609
N -0.90944 -0.49679 -0.82106
N -2.62574 1.01182 -1.00589
C 1.98495 -0.37570 1.36524
C 0.27412 -1.01467 -0.30588
C -1.48080 0.76775 -0.50615
C 1.29331 -0.05562 0.26329
H 2.84357 0.22334 1.65791
H 1.82652 -1.33407 1.84558
H -1.57438 -1.25924 -1.02283
H -0.85892 1.42084 0.11469
H -3.00847 1.92582 -0.71384
*
```

Results of the Mulliken charge analysis, in e, for atoms 1 through 5:
1. Cl -0.163
2. O -0.548
3. N -0.241
4. N -0.609
5. C -0.752

Record 2
DFT (the ωB97M-V functional and the def2-TZVPD basis) results for an isolated molecule of C4H5ClN2O3 in a non-equilibrium geometry.

For the orbital gap, the calculation gives 9.9 eV. Its HOMO energy is -10.315 eV. The relative energy (zero: lowest compared OMol25 entry of this formula, charge and spin) comes out at 0.0 kJ/mol. As for the max |F|: 5.05 eV Å⁻¹. Its SMILES is C/N=C/[C@@H](C(=O)Cl)[N+](=O)[O-].

```
! wB97M-V def2-TZVPD RIJCOSX def2/J DEFGRID3
* xyz 0 1
Cl 2.27706 1.29101 1.58086
O -1.34505 1.64306 2.40724
O 1.52552 -0.99543 2.61575
O -0.82103 2.15584 0.47584
N -0.56007 -0.86690 -0.97524
N -0.82307 1.38016 1.37022
C 1.21962 -0.06964 1.92286
C 0.17555 -0.06879 -0.29846
C -0.14173 -0.03126 1.19578
C -0.43268 -1.04980 -2.36326
H -0.74006 -0.82456 1.48668
H 0.09460 -1.99529 -2.75908
H 0.75778 0.62822 -0.80041
H 0.28793 -0.22066 -2.91314
H -1.47437 -0.97594 -2.94565
*
```

Results of the Mulliken charge analysis, in e, for atoms 1 through 5:
1. Cl -0.144
2. O -0.585
3. O -0.419
4. O -0.528
5. N -0.255

Record 3
DFT (the ωB97M-V functional and the def2-TZVPD basis) results for a structure of composition C4H5ClN2S in a non-equilibrium geometry.

For the orbital gap (alpha / beta), the calculation gives 6.7 / 6.7 eV. Its HOMO energy (alpha / beta) is -6.440 / -8.650 eV. The relative energy (zero: lowest compared OMol25 entry of this formula, charge and spin) comes out at 318.2 kJ/mol. As for the max |F|: 4.92 eV Å⁻¹.

```
! wB97M-V def2-TZVPD RIJCOSX def2/J DEFGRID3
* xyz 0 3
Cl 2.87885 0.03774 1.04778
S 2.05169 -1.47855 -1.48681
N 0.57629 1.64503 -1.14611
N -2.40379 -0.22453 1.28572
C -1.56192 -1.08594 0.72796
C 2.01110 -0.19462 -0.40439
C 0.89318 0.45623 -0.69008
C -0.60871 -1.49943 0.16055
H -0.31264 1.80668 -1.42564
H -1.98130 0.70856 1.65245
H 1.35137 2.38549 -1.39260
H -3.03918 -0.50858 2.09506
H 0.14504 -2.04808 -0.42388
*
```

Results of the Mulliken charge analysis, in e, for atoms 1 through 5:
1. Cl -0.183
2. S -0.215
3. N -0.334
4. N -0.565
5. C 0.274